Record 1
The ion C7H14N3O4 with charge +1. Source: the OMol25 dataset; level of theory: ωB97M-V/def2-TZVPD.

XYZ file:
```
28
Properties=species:S:1:pos:R:3
C -2.9763 1.0916 -0.0124
C -2.8510 -0.3695 -0.3535
C -1.5586 1.6547 0.1322
C -0.6592 0.4302 0.3541
C 0.8159 0.6285 -0.3599
C 2.2847 -1.2820 -0.5815
C -1.1750 -2.9262 0.5841
N -4.0842 1.6431 0.1006
N -1.5489 -0.6913 -0.0601
N 1.3083 2.0299 0.0125
O -3.6740 -1.1332 -0.7551
O 0.7465 0.6505 -1.7216
O 1.7363 -0.2198 0.2111
O -0.9586 -1.9017 -0.3871
H -1.3324 2.1381 -0.8236
H -1.5183 2.3815 0.9477
H -0.4104 0.2854 1.4136
H 1.5007 -1.9832 -0.8730
H 2.9947 -1.7745 0.0767
H 2.8030 -0.8945 -1.4598
H -0.9131 -3.8508 0.0728
H -2.2225 -2.9644 0.8811
H -0.5325 -2.7768 1.4560
H -4.1120 2.6312 0.3364
H 1.9230 1.9502 0.8354
H 0.5265 2.6757 0.1899
H 1.8608 2.3725 -0.7895
H 0.3927 -0.1760 -2.0805
```

Output
**LUMO level**: -3.5 eV
**M**: 204.2 g mol⁻¹
**Relative energy (zero: lowest compared OMol25 entry of this formula, charge and spin)**: 325.3 kJ/mol
**Structure (SMILES)**: [H]/N=C1\C[C@H]([C@]([NH3+])(O)OC)N(OC)C1=O
**Charge**: +1
**HOMO**: -12.82 eV
**DFT total energy**: -20136.9185 eV

Atomic partial charges in e from the Löwdin method, atoms 1 to 8:
1 C -0.26
2 C -0.39
3 C -0.07
4 C -0.11
5 C -0.51
6 C -0.01
7 C -0.03
8 N 0.23

Record 2
A structure of composition C7H14NOP. Source: the OMol25 dataset; level of theory: ωB97M-V/def2-TZVPD.

XYZ file:
```
24
Properties=species:S:1:pos:R:3
C -0.1309 -1.9911 -2.3489
C -0.5533 0.4944 -0.0058
C -2.6723 1.7445 0.4576
C 2.6013 0.4371 -0.5480
C 0.6382 -0.8144 1.6949
C -1.5988 0.8299 1.0322
C 1.4666 -0.5793 -0.6512
N 0.4494 -0.3181 0.3543
O -0.6138 0.9281 -1.1547
P 0.6794 -0.5380 -2.3843
H -0.6529 -2.3193 -3.2306
H -0.2261 -2.6123 -1.4723
H -2.2279 2.6729 0.1093
H -3.1556 1.2668 -0.3902
H -3.4208 1.9708 1.2127
H 2.2139 1.4382 -0.7260
H 3.3523 0.2203 -1.3040
H 3.0697 0.4071 0.4353
H 1.4830 -1.4994 1.7001
H 0.8466 -0.0016 2.3964
H -0.2464 -1.3534 2.0406
H -2.0484 -0.1005 1.3882
H -1.1068 1.3092 1.8825
H 1.8537 -1.5920 -0.4881
```

Output
**LUMO level**: 0.7 eV
**M**: 159.2 g mol⁻¹
**Relative energy (zero: lowest compared OMol25 entry of this formula, charge and spin)**: 9.0 kJ/mol
**HOMO**: -8.15 eV
**DFT total energy**: -20311.6682 eV

Atomic partial charges in e from the Löwdin method, atoms 1 to 8:
1 C -0.37
2 C -0.48
3 C -0.09
4 C -0.11
5 C -0.04
6 C -0.16
7 C -0.53
8 N -0.12

Record 3
The molecule C7H14NP. Source: the OMol25 dataset; level of theory: ωB97M-V/def2-TZVPD.

XYZ file:
```
23
Properties=species:S:1:pos:R:3
C -1.9014 2.5066 0.0132
C -2.1361 1.1584 -0.0636
C -0.2536 -2.0868 0.4133
C -1.5503 -1.2846 0.5585
C 0.5512 -1.7288 -0.8761
C -1.4408 0.1945 0.6172
C 2.5047 1.6090 -0.0680
N 1.0398 -0.4544 -0.8399
P 2.2239 -0.0956 0.2870
H -2.4791 3.2516 -0.5588
H -1.2141 2.8128 0.7476
H -2.9921 0.7663 -0.6442
H 0.3377 -1.9674 1.2889
H -0.7186 -3.1279 0.2967
H -2.1909 -1.5519 -0.3122
H -2.0417 -1.6594 1.4419
H 1.4682 -2.4057 -0.8296
H 0.0256 -1.8367 -1.9122
H -0.4213 0.5288 1.0721
H 1.7120 2.2198 -0.6600
H 3.6162 1.8128 -0.3867
H 2.5396 2.0904 0.9522
H 3.3214 -0.7517 -0.5374
```

Output
**LUMO level (alpha / beta)**: -0.6 / 0.1 eV
**M**: 143.2 g mol⁻¹
**Relative energy (zero: lowest compared OMol25 entry of this formula, charge and spin)**: 229.3 kJ/mol
**HOMO (alpha / beta)**: -7.27 / -8.23 eV
**DFT total energy**: -18260.0986 eV

Atomic partial charges in e from the Löwdin method, atoms 1 to 8:
1 C 0.01
2 C -0.23
3 C -0.21
4 C -0.24
5 C -0.40
6 C -0.13
7 C -0.41
8 N -0.27

Record 4
The ion C7H14NS with charge +1. Source: the OMol25 dataset; level of theory: ωB97M-V/def2-TZVPD.

XYZ file:
```
23
Properties=species:S:1:pos:R:3
C 3.6216 0.1950 0.1952
C 2.9156 -0.9949 -0.0051
C 3.3956 1.4439 -0.2056
C 0.3819 -0.0483 -0.2559
C -1.8885 0.8743 -0.5883
C -1.2091 -0.3776 1.3713
C -1.7353 -1.4326 -0.8491
N -1.1230 -0.2680 -0.1131
S 1.2804 -1.4325 -0.1127
H 4.4778 0.2179 1.0026
H 3.4460 -1.8427 -0.1611
H 3.9681 2.2082 0.1373
H 2.7123 1.8429 -0.9402
H 0.6058 0.8807 -0.5849
H -2.9081 0.9058 -0.0751
H -1.5475 1.8798 -0.2018
H -1.9150 0.9517 -1.7631
H -1.2642 0.5487 1.8462
H -2.2975 -0.7159 1.5405
H -0.5114 -1.0289 1.9307
H -1.2981 -1.3140 -1.7944
H -1.5562 -2.3269 -0.4853
H -2.7783 -1.3660 -0.7767
```

Output
**LUMO level (alpha / beta)**: -4.3 / -4.2 eV
**M**: 144.3 g mol⁻¹
**Relative energy (zero: lowest compared OMol25 entry of this formula, charge and spin)**: 436.3 kJ/mol
**Charge**: +1
**HOMO (alpha / beta)**: -11.48 / -11.71 eV
**DFT total energy**: -19799.4431 eV

Atomic partial charges in e from the Löwdin method, atoms 1 to 8:
1 C -0.23
2 C -0.39
3 C 0.04
4 C -0.39
5 C -0.05
6 C -0.03
7 C 0.02
8 N -0.42

Record 5
A cluster of 2 separate species, C7H14O in total. Source: the OMol25 dataset; level of theory: ωB97M-V/def2-TZVPD.

XYZ file:
```
22
Properties=species:S:1:pos:R:3
C 2.9301 1.4339 -0.4327
C 1.4996 1.8039 0.0341
C 0.7501 0.5288 0.1436
C 0.3419 -0.0047 1.2886
C -0.5119 -1.2038 1.2280
C -1.6653 -1.4327 0.5380
C -2.2452 -2.8175 0.6153
H 3.0262 0.4246 -0.3987
H 3.0424 1.6681 -1.5317
H 3.6670 2.0249 0.0658
H 1.0102 2.3868 -0.8062
H 1.4770 2.3270 0.9132
H 0.6051 0.1272 -0.8725
H 0.7695 0.3511 2.2151
H -0.0509 -2.0235 1.7759
H -2.1560 -0.5956 0.0507
H -2.0485 -3.2705 1.6180
H -1.6574 -3.4396 -0.1724
H -3.2127 -2.8458 0.3572
H -1.7975 0.9883 -2.7962
H -2.2162 2.1375 -1.8632
O -1.5573 1.4315 -1.9700
```

Output
**LUMO level (alpha / beta)**: 3.6 / 3.5 eV
**M**: 114.2 g mol⁻¹
**Multiplicity**: 2
**Relative energy (zero: lowest compared OMol25 entry of this formula, charge and spin)**: 117.4 kJ/mol
**Expectation value of S²**: 0.75
**Charge**: -1
**HOMO (alpha / beta)**: 1.01 / -5.34 eV
**DFT total energy**: -9530.3127 eV

Atomic partial charges in e from the Löwdin method, atoms 1 to 8:
1 C -0.11
2 C -0.28
3 C -0.20
4 C -0.13
5 C -0.16
6 C -0.19
7 C -0.14
8 H 0.02

Record 6
A cluster of 2 separate species, C7H14O in total. Source: the OMol25 dataset; level of theory: ωB97M-V/def2-TZVPD.

XYZ file:
```
22
Properties=species:S:1:pos:R:3
C -0.8916 -1.6043 -1.8589
C 0.0043 -0.5483 -1.2079
C -0.5001 -0.0176 0.1083
C -1.2604 -0.7442 0.9205
C 0.0354 1.6996 1.7922
C -0.1380 1.3833 0.5059
C 0.0543 2.4516 -0.5487
H -0.6322 -1.8435 -2.8988
H -1.9553 -1.4073 -1.9126
H -0.7671 -2.5088 -1.2654
H 0.9789 -1.0465 -1.1522
H 0.2456 0.2799 -1.8660
H -1.5906 -1.7366 0.6370
H -1.8145 -0.4740 1.8136
H -0.1043 0.9634 2.5671
H 0.3233 2.6962 2.1204
H -0.1745 2.1760 -1.5660
H -0.5121 3.3580 -0.3332
H 1.0694 2.8496 -0.4185
H 2.5422 -1.1619 1.5104
H 2.1988 -2.7102 1.6118
O 2.8886 -2.0546 1.4410
```

Output
**LUMO level**: 0.7 eV
**M**: 114.2 g mol⁻¹
**Relative energy (zero: lowest compared OMol25 entry of this formula, charge and spin)**: 169.7 kJ/mol
**Structure (SMILES)**: C=C(C)C(=C)CC.O
**HOMO**: -8.82 eV
**DFT total energy**: -9532.0078 eV

Atomic partial charges in e from the Löwdin method, atoms 1 to 8:
1 C -0.11
2 C -0.21
3 C -0.28
4 C 0.05
5 C 0.04
6 C -0.31
7 C -0.06
8 H 0.07

Record 7
A structure of composition C7H14O. Source: the OMol25 dataset; level of theory: ωB97M-V/def2-TZVPD.

XYZ file:
```
22
Properties=species:S:1:pos:R:3
C 1.7917 0.1666 0.3346
C -0.7450 -1.6931 -0.8645
C 2.8439 -0.8530 0.0601
C 0.9009 0.1201 1.3234
O 0.1299 -1.2417 -1.5733
H 1.8775 1.0589 -0.2687
H -1.6409 -1.0799 -0.6734
H -0.7746 -2.7811 -0.6995
H -1.8299 -1.7821 2.2867
H 2.7809 -1.6865 0.7582
H 0.3192 1.0004 1.5499
H -1.3152 -1.3026 1.8997
H 2.7355 -1.2255 -0.9597
H 3.8443 -0.4208 0.1208
H 0.9859 -0.6392 2.0859
C -1.1961 1.9129 -1.5633
C -1.9637 1.6951 -0.3559
C -2.5964 1.5119 0.6446
H -1.8646 1.9833 -2.4230
H -0.5005 1.0872 -1.7187
H -0.6361 2.8461 -1.4854
H -3.1467 1.3232 1.5216
```

Output
**LUMO level**: 0.7 eV
**M**: 114.2 g mol⁻¹
**Relative energy (zero: lowest compared OMol25 entry of this formula, charge and spin)**: 473.3 kJ/mol
**HOMO**: -9.34 eV
**DFT total energy**: -9528.8612 eV

Atomic partial charges in e from the Löwdin method, atoms 1 to 8:
1 C -0.26
2 C -0.14
3 C -0.11
4 C -0.06
5 O -0.04
6 H 0.09
7 H 0.07
8 H 0.08

Record 8
A cluster of 2 separate species, C7H14O2 in total. Source: the OMol25 dataset; level of theory: ωB97M-V/def2-TZVPD.

XYZ file:
```
23
Properties=species:S:1:pos:R:3
C -0.4860 0.3227 0.9384
C 0.6747 0.2775 -1.3404
C 0.0047 1.0296 2.1698
C 0.6631 1.8060 -1.3626
C -0.4821 -0.2852 -2.1649
C 0.5886 -0.2430 0.0743
C 1.3829 -1.1990 0.5400
O -1.6642 0.2153 0.6733
O -1.6160 -2.5868 1.7491
H -1.8699 -1.7291 1.3860
H -2.2860 -3.2197 1.4461
H 1.6149 -0.0814 -1.7750
H 0.6230 0.3843 2.7498
H 0.5977 1.8978 1.8793
H -0.8721 1.3479 2.7888
H -0.4082 0.0393 -3.1989
H -0.2480 2.2098 -0.9166
H 0.7383 2.1545 -2.3916
H 1.5285 2.1892 -0.8138
H -1.4238 0.0748 -1.7603
H -0.4898 -1.3681 -2.1277
H 2.1542 -1.6348 -0.0712
H 1.2753 -1.6014 1.5280
```

Output
**LUMO level**: 0.9 eV
**M**: 130.2 g mol⁻¹
**Relative energy (zero: lowest compared OMol25 entry of this formula, charge and spin)**: 71.3 kJ/mol
**Structure (SMILES)**: C=C(C(C)=O)C(C)C.O
**HOMO**: -9.82 eV
**DFT total energy**: -11580.5696 eV

Atomic partial charges in e from the Löwdin method, atoms 1 to 8:
1 C -0.43
2 C -0.38
3 C 0.01
4 C -0.06
5 C -0.06
6 C -0.25
7 C 0.10
8 O 0.07